Record 1
ORCA calculation (wB97M-V/def2-TZVPD) on a single C7H14Si molecule.

Atoms and positions in Å:
1 C -1.517 -0.089 -0.645
2 C 0.425 1.187 1.428
3 C -2.486 -0.912 -0.399
4 C -1.549 0.957 -1.750
5 C 1.641 -0.661 -1.121
6 C 0.015 -1.595 1.517
7 C 1.803 1.754 1.498
8 Si 0.194 -0.139 0.214
9 H -3.405 -0.821 -1.021
10 H -2.517 -1.447 0.505
11 H -2.504 1.561 -1.568
12 H -1.709 0.545 -2.788
13 H -0.721 1.700 -1.758
14 H 1.228 -0.803 -2.112
15 H 2.105 0.321 -1.281
16 H 2.433 -1.417 -0.915
17 H 0.387 -2.547 1.226
18 H 0.681 -1.318 2.451
19 H -0.972 -1.971 1.859
20 H 2.484 1.010 1.174
21 H 2.038 2.589 0.921
22 H 1.945 2.096 2.566

Force components x, y, z for each atom (eV/Å):
C 3.42 1.80 -0.91
C 0.76 1.37 -0.52
C -2.28 0.45 -0.81
C -2.13 0.78 -0.76
C -0.64 1.50 0.86
C 1.00 0.87 1.85
C -1.55 -0.68 3.20
Si -0.95 -3.88 -0.44
H 0.48 -0.37 0.58
H -0.05 -1.16 0.67
H 1.26 -0.51 -0.30
H 0.49 0.24 1.00
H -0.36 -0.71 0.03
H -0.44 -0.59 -0.10
H 0.58 -0.11 0.16
H -0.86 0.57 0.20
H 1.06 -0.68 -0.94
H -1.50 -0.54 -1.50
H 0.18 1.27 0.07
H 1.28 -0.83 0.01
H -0.18 1.61 -1.34
H 0.44 -0.40 -1.01

Values from the calculation:
Multiplicity: 1
Gap between HOMO and LUMO (alpha / beta) (eV): 7.838 / 7.789

Record 2
ORCA calculation (wB97M-V/def2-TZVPD) on a 2-piece molecular cluster, C5H14 overall.

Atoms and positions in Å:
1 C 0.363 0.076 -1.226
2 C 0.216 1.104 -2.349
3 C -0.307 2.448 -1.833
4 H -0.522 -0.553 -1.141
5 H 0.568 0.570 -0.280
6 H 1.162 -0.655 -1.383
7 H 1.174 1.270 -2.850
8 H -0.463 0.768 -3.137
9 H 0.372 2.807 -1.054
10 H -0.311 3.164 -2.645
11 H -1.305 2.364 -1.408
12 C 0.381 -1.093 2.211
13 C -0.586 -2.220 2.616
14 H 0.829 -1.302 1.243
15 H -0.235 -0.223 1.989
16 H 1.070 -0.903 3.033
17 H -1.356 -2.449 1.876
18 H -1.000 -2.003 3.593
19 H -0.048 -3.171 2.742

Force components x, y, z for each atom (eV/Å):
C 0.03 -0.50 -0.34
C -0.03 0.23 -0.10
C 0.52 -0.39 0.06
H -0.26 0.25 0.27
H -0.08 0.00 0.12
H 0.14 0.26 -0.19
H 0.00 0.01 0.13
H 0.05 -0.27 0.08
H -0.13 0.15 -0.01
H -0.15 0.30 -0.07
H -0.08 0.00 0.00
C -1.38 -0.38 -0.37
C 0.92 -0.64 -0.01
H 0.61 -0.21 0.26
H 0.16 0.39 0.40
H 0.23 0.15 -0.39
H -0.11 0.41 0.12
H -0.48 0.07 0.04
H 0.04 0.19 -0.01

Values from the calculation:
SMILES: CCC.CC
Multiplicity: 1
Gap between HOMO and LUMO (eV): 12.512

Record 3
ORCA calculation (wB97M-V/def2-TZVPD) on a 2-piece molecular cluster, C4H15NOSi2 overall.

Atoms and positions in Å:
1 C 0.699 -1.879 2.860
2 C -2.417 -0.301 -1.860
3 C -0.509 2.080 -1.119
4 C 0.552 -0.695 -1.144
5 N 0.987 -0.530 2.270
6 O -1.384 0.201 0.923
7 Si 2.177 0.529 2.494
8 Si -0.995 0.308 -0.736
9 H -0.285 -2.133 2.310
10 H 1.521 -2.528 2.928
11 H 0.430 -1.651 3.919
12 H -2.045 -1.154 -2.435
13 H -3.222 -0.485 -1.224
14 H -2.776 0.465 -2.532
15 H 0.043 2.168 -2.109
16 H -1.342 2.779 -1.138
17 H 0.055 2.375 -0.198
18 H 1.483 -0.171 -0.996
19 H 0.712 -1.679 -0.656
20 H 0.693 -0.755 -2.224
21 H -0.489 0.083 1.372
22 H 3.464 0.385 3.203
23 H 1.665 1.895 2.250

Force components x, y, z for each atom (eV/Å):
C -3.34 3.83 -0.88
C 1.99 0.71 -0.03
C 0.39 0.08 -0.01
C 0.48 -0.36 0.07
N -3.52 -5.65 0.28
O 1.44 -0.23 -1.06
Si 4.34 4.16 -0.36
Si -0.22 0.06 0.00
H 1.90 -0.70 1.05
H 1.05 -1.05 -0.51
H -0.03 -0.21 -0.31
H -0.48 -0.04 0.21
H -1.49 -1.01 0.95
H 0.20 0.32 -0.36
H -0.34 0.00 1.45
H -0.26 -0.06 -0.15
H 0.22 -0.01 -1.06
H 0.37 0.68 0.98
H -0.43 0.40 -0.50
H -0.72 -0.65 -0.33
H -1.28 0.04 -0.25
H -0.30 -0.22 0.27
H 0.04 -0.11 0.53

Values from the calculation:
Multiplicity: 3
Gap between HOMO and LUMO (alpha / beta) (eV): 7.082 / 6.953

Record 4
ORCA calculation (wB97M-V/def2-TZVPD) on a 12-piece molecular cluster, C37H86Cl4N9O13P overall.

Atoms and positions in Å:
1 C -19.531 11.527 -2.808
2 C -18.288 11.722 -3.663
3 O -17.333 12.641 -3.059
4 P -15.734 12.440 -3.163
5 O -15.251 12.349 -4.556
6 O -15.059 13.587 -2.192
7 C -15.351 14.998 -2.312
8 C -16.375 15.393 -1.179
9 O -15.468 11.127 -2.214
10 C -15.269 9.871 -2.788
11 C -14.430 9.028 -1.878
12 H -20.246 12.341 -2.922
13 H -20.024 10.664 -3.256
14 H -19.230 11.258 -1.795
15 H -17.742 10.834 -3.981
16 H -18.520 12.163 -4.633
17 H -14.423 15.569 -2.341
18 H -15.831 15.259 -3.255
19 H -15.880 15.270 -0.215
20 H -16.786 16.397 -1.283
21 H -17.249 14.743 -1.136
22 H -16.212 9.326 -2.827
23 H -14.905 9.918 -3.815
24 H -14.818 9.086 -0.861
25 H -14.337 7.984 -2.177
26 H -13.415 9.413 -1.779
27 C -6.011 3.526 7.938
28 N -5.478 2.313 8.404
29 C -6.329 1.143 8.340
30 C -4.151 2.050 8.587
31 O -3.689 0.947 8.758
32 H -6.444 3.295 6.964
33 H -5.219 4.243 7.723
34 H -6.734 4.005 8.598
35 H -5.866 0.177 8.541
36 H -7.225 1.248 8.951
37 H -6.700 0.940 7.335
38 H -3.561 2.979 8.604
39 C -8.136 16.355 -2.551
40 N -7.875 17.562 -3.402
41 C -7.306 18.765 -2.689
42 C -8.384 17.648 -4.614
43 O -8.453 18.727 -5.303
44 H -7.170 16.048 -2.150
45 H -8.486 15.457 -3.060
46 H -8.703 16.604 -1.653
47 H -7.217 19.610 -3.372
48 H -8.068 19.046 -1.962
49 H -6.340 18.519 -2.248
50 H -8.710 16.653 -4.954
51 C -19.561 4.929 0.399
52 N -18.817 5.225 1.598
53 C -19.391 6.415 2.287
54 C -17.838 4.418 2.121
55 O -17.306 4.567 3.180
56 H -19.153 4.031 -0.064
57 H -19.544 5.839 -0.202
58 H -20.600 4.750 0.674
59 H -19.266 7.376 1.787
60 H -20.409 6.135 2.556
61 H -19.026 6.593 3.298
62 H -17.654 3.552 1.467
63 C -2.666 10.897 13.959
64 N -1.875 11.926 14.541
65 C -2.043 12.062 15.983
66 C -1.065 12.721 13.830
67 O -0.363 13.603 14.364
68 H -2.571 10.752 12.883
69 H -3.696 10.907 14.315
70 H -2.247 10.001 14.418
71 H -1.092 12.137 16.510
72 H -2.683 12.913 16.217
73 H -2.668 11.240 16.332
74 H -1.145 12.575 12.742
75 C -16.264 13.109 6.875
76 N -17.244 13.128 5.800
77 C -16.639 12.698 4.546
78 C -18.505 13.391 5.935
79 O -19.284 13.268 4.964
80 H -16.702 13.416 7.825
81 H -15.453 13.808 6.667
82 H -15.827 12.114 6.958
83 H -17.341 12.423 3.758
84 H -16.023 13.502 4.142
85 H -16.041 11.799 4.690
86 H -18.815 13.706 6.943
87 C -11.868 3.442 15.242
88 N -10.706 4.173 14.852
89 C -9.432 3.573 15.160
90 C -10.806 5.278 14.101
91 O -9.847 5.897 13.620
92 H -11.735 2.973 16.218
93 H -12.050 2.654 14.511
94 H -12.772 4.050 15.276
95 H -9.302 2.644 14.605
96 H -8.592 4.160 14.788
97 H -9.364 3.254 16.200
98 H -11.846 5.600 13.936
99 C -6.864 17.260 4.013
100 N -7.976 18.043 4.530
101 C -9.307 17.538 4.255
102 C -7.796 19.194 5.222
103 O -8.778 19.851 5.506
104 H -6.653 17.476 2.966
105 H -6.874 16.187 4.204
106 H -5.890 17.552 4.406
107 H -9.452 17.087 3.273
108 H -9.462 16.607 4.800
109 H -10.102 18.252 4.466
110 H -6.757 19.518 5.389
111 C -19.367 8.831 10.988
112 N -19.570 7.456 10.453
113 C -20.916 7.186 10.007
114 C -18.585 6.587 10.094
115 O -17.375 6.724 10.292
116 H -19.830 8.881 11.974
117 H -19.805 9.521 10.266
118 H -18.347 9.212 11.024
119 H -21.155 6.131 9.869
120 H -21.564 7.461 10.839
121 H -21.181 7.753 9.115
122 H -19.058 5.707 9.632
123 C -10.909 8.853 6.864
124 N -10.080 9.991 6.370
125 C -9.142 10.578 7.336
126 C -10.071 10.205 5.061
127 O -9.384 10.990 4.478
128 H -11.795 8.532 6.317
129 H -11.279 9.061 7.868
130 H -10.291 7.975 7.057
131 H -9.774 10.918 8.156
132 H -8.472 9.830 7.761
133 H -8.693 11.470 6.900
134 H -10.824 9.578 4.559
135 Cl -8.897 17.306 11.421
136 C -7.253 17.477 11.954
137 C -7.103 17.835 13.438
138 Cl -7.658 16.476 14.567
139 H -6.850 18.375 11.485
140 H -6.576 16.668 11.681
141 H -7.745 18.688 13.660
142 H -6.140 18.118 13.861
143 Cl -0.563 10.983 6.780
144 C -0.997 12.526 6.078
145 C 0.205 13.280 5.537
146 Cl 0.891 12.589 4.071
147 H -1.396 13.062 6.938
148 H -1.821 12.517 5.363
149 H 1.013 13.302 6.269
150 H -0.125 14.293 5.306

Force components x, y, z for each atom (eV/Å):
C 0.73 -0.68 -0.85
C 0.79 0.81 -0.97
O 0.75 0.42 0.70
P -0.03 -0.02 1.01
O -0.16 -0.01 1.01
O -1.02 -1.29 -1.30
C -2.01 0.35 0.31
C 1.03 -0.40 -0.22
O -0.06 2.44 -0.63
C -0.42 -1.74 -0.52
C 1.20 0.25 0.74
H 0.34 0.19 0.53
H -0.16 -0.20 0.15
H -0.36 0.34 0.08
H -0.22 -0.49 0.66
H -0.39 0.21 0.03
H 0.08 -0.28 0.62
H -0.03 -0.49 -0.30
H -0.01 0.28 0.08
H 0.44 0.16 -0.08
H 0.20 -0.31 -0.47
H -0.51 0.26 -0.23
H 0.27 0.24 0.07
H -0.29 -0.21 -0.03
H -0.29 0.07 -0.16
H 0.14 0.10 -0.23
C 0.08 0.94 -1.07
N 0.83 -2.42 0.89
C -1.09 -0.69 -0.50
C -0.43 0.63 0.10
O 0.33 -0.01 0.03
H -0.52 0.41 -0.09
H 0.14 0.02 0.24
H -0.12 -0.21 0.05
H 0.55 0.61 0.67
H 0.10 0.13 0.24
H -0.09 0.59 -0.47
H 0.22 -0.01 -0.09
C 1.70 0.83 0.08
N 0.53 -0.17 2.16
C -1.19 -0.95 -0.76
C -0.44 3.34 -2.73
O 0.24 -3.60 1.98
H 0.23 -0.04 0.05
H -0.46 0.57 -0.34
H -0.54 0.07 -0.34
H 0.05 -0.40 -0.21
H 0.36 0.09 0.43
H -0.20 -0.04 0.10
H -0.29 0.30 -0.42
C 0.15 -0.04 0.52
N 0.12 1.32 0.82
C 0.36 -1.19 1.31
C -1.57 0.24 -0.94
O 0.75 0.27 1.00
H -0.02 0.28 -0.36
H 0.07 -0.37 -0.61
H -0.18 -0.17 -0.13
H -0.28 -0.36 -0.55
H -0.49 0.50 -0.73
H 0.92 -0.44 -0.17
H 0.16 -0.03 -0.16
C 0.25 -1.71 0.50
N -0.18 0.64 0.05
C -0.43 0.27 -0.13
C 0.83 2.02 1.53
O -0.96 -1.48 -1.21
H -0.09 0.55 0.06
H -0.18 0.41 -0.45
H -0.25 -0.67 -0.28
H -0.15 -0.04 -0.08
H 0.37 0.49 -0.06
H 0.55 -0.37 0.03
H 0.23 -0.10 0.05
C -0.22 0.41 0.19
N 3.52 -0.94 0.09
C -0.33 -0.11 -0.72
C -3.29 -0.17 -2.24
O 0.53 0.54 1.94
H -0.14 -0.15 -0.05
H 0.06 0.05 -0.12
H -0.08 -0.05 0.15
H -0.42 0.33 0.45
H 0.21 -0.04 0.07
H 0.23 0.15 0.31
H -0.05 -0.01 -0.08
C -0.66 -0.64 -0.16
N 0.37 0.37 0.50
C 0.49 -0.79 -0.72
C 1.46 1.11 -0.85
O -1.25 -0.75 0.60
H 0.07 0.11 0.03
H -0.14 -0.32 0.06
H 0.19 0.22 0.01
H -0.31 -0.33 -0.23
H -0.30 0.47 0.55
H 0.08 0.58 0.16
H 0.00 -0.01 0.04
C 1.09 0.55 -0.14
N 1.18 -1.03 -0.48
C -0.39 -1.03 0.11
C -1.58 -0.04 -0.96
O 0.51 0.76 0.84
H -0.69 -0.40 -0.43
H -0.69 0.01 -0.08
H -0.20 0.44 0.79
H 0.51 0.88 -0.70
H -0.14 0.16 0.91
H 0.41 -0.04 0.04
H -0.02 -0.27 0.10
C 0.03 -0.59 -0.74
N 0.92 0.39 -0.22
C -0.61 0.16 0.83
C 1.26 0.73 0.73
O -1.76 -0.17 -0.36
H -0.04 0.30 -0.12
H -0.63 0.07 0.24
H 0.26 -0.97 0.20
H 0.57 -0.05 -0.24
H -0.34 0.32 -0.18
H -0.08 0.03 -0.03
H 0.42 -0.21 -0.10
C 0.75 0.21 1.27
N -0.99 -1.75 1.54
C -1.47 0.18 -0.16
C -0.67 -0.44 -0.30
O 1.06 1.15 -0.89
H 0.38 0.55 -0.65
H -0.08 0.52 0.04
H 0.22 -0.19 -0.42
H 0.13 0.12 0.24
H 0.36 0.13 -0.38
H 0.36 -0.45 -0.06
H -0.06 -0.03 -0.22
Cl -0.45 -0.37 -0.05
C 2.02 1.12 1.15
C -1.26 -0.55 0.96
Cl 0.22 0.66 -0.70
H -0.04 -0.02 -0.41
H -0.56 -0.30 -0.08
H -0.24 -0.20 0.00
H 0.32 -0.35 -0.87
Cl 0.02 -0.86 -0.23
C -0.09 1.14 0.41
C -0.32 0.17 0.51
Cl 0.02 -0.26 -0.42
H 0.15 0.39 -0.10
H 0.24 -0.68 -0.18
H -0.18 0.09 0.01
H 0.16 0.01 0.00

Values from the calculation:
SMILES: CCOP(=O)(OCC)OCC.CN(C)C=O.CN(C)C=O.CN(C)C=O.CN(C)C=O.CN(C)C=O.CN(C)C=O.CN(C)C=O.CN(C)C=O.CN(C)C=O.ClCCCl.ClCCCl
Multiplicity: 1
Gap between HOMO and LUMO (eV): 9.312

Record 5
ORCA calculation (wB97M-V/def2-TZVPD) on a single C5H10N2 molecule.

Atoms and positions in Å:
1 C 0.994 -0.510 -1.645
2 C -0.211 0.418 -1.792
3 C 0.556 -1.041 1.206
4 C -0.149 0.234 0.652
5 C -1.091 0.832 1.728
6 N 0.135 -1.351 -0.732
7 N -0.778 -0.241 -0.597
8 H 1.258 -1.013 -2.636
9 H 1.762 -0.215 -1.079
10 H 0.038 1.531 -1.589
11 H -0.808 0.240 -2.634
12 H 1.584 -0.843 1.363
13 H 0.090 -1.913 1.621
14 H 0.467 1.016 0.238
15 H -1.793 0.078 1.739
16 H -1.529 1.836 1.525
17 H -0.526 0.942 2.632

Force components x, y, z for each atom (eV/Å):
C -2.96 -2.78 -3.22
C 1.70 2.13 2.65
C -0.72 1.11 -5.73
C -1.80 1.03 0.95
C 1.49 1.67 -1.68
N 1.46 -1.54 1.69
N -1.35 0.11 1.26
H 0.18 0.41 1.58
H 3.31 1.74 1.36
H -0.72 -1.48 -0.74
H -0.74 0.01 -1.23
H 0.94 -0.41 0.52
H -0.43 0.19 0.32
H 1.44 0.15 0.90
H -2.16 -1.28 0.90
H 0.18 -0.82 -0.27
H 0.17 -0.24 0.73

Values from the calculation:
Multiplicity: 1
Gap between HOMO and LUMO (alpha / beta) (eV): 8.491 / 8.491